{
  "formula": "C34H86N6O11",
  "method": "ωB97M-V/def2-TZVPD",
  "homo_ha": -0.2959,
  "de_lowest_kj_mol": 0.0,
  "charge": 0,
  "smiles": "COC[C@H](C)N.COCCNCCOC.COCCNCCOC.COCCNCCOC.COCCNCCOC.COCCNCCOC",
  "symbols": ["C", "O", "C", "C", "N", "C", "C", "O", "C", "H", "H", "H", "H", "H", "H", "H", "H", "H", "H", "H", "H", "H", "H", "H", "C", "O", "C", "C", "N", "C", "C", "O", "C", "H", "H", "H", "H", "H", "H", "H", "H", "H", "H", "H", "H", "H", "H", "H", "C", "O", "C", "C", "N", "C", "C", "O", "C", "H", "H", "H", "H", "H", "H", "H", "H", "H", "H", "H", "H", "H", "H", "H", "C", "O", "C", "C", "N", "C", "C", "O", "C", "H", "H", "H", "H", "H", "H", "H", "H", "H", "H", "H", "H", "H", "H", "H", "C", "O", "C", "C", "N", "C", "C", "O", "C", "H", "H", "H", "H", "H", "H", "H", "H", "H", "H", "H", "H", "H", "H", "H", "C", "C", "C", "O", "C", "N", "H", "H", "H", "H", "H", "H", "H", "H", "H", "H", "H"],
  "xyz": [[3.6857, 6.8115, -1.2936], [3.3557, 5.4691, -1.5182], [4.2943, 4.7153, -2.2579], [5.3820, 4.1605, -1.3132], [4.7702, 3.0932, -0.5200], [5.6323, 2.5877, 0.5384], [4.9443, 1.5307, 1.3667], [3.9065, 2.0734, 2.1385], [3.1551, 1.1063, 2.8178], [2.9189, 7.3312, -0.7272], [3.7520, 7.3269, -2.2638], [4.6859, 6.9695, -0.8760], [4.7639, 5.2979, -3.0564], [3.8418, 3.8439, -2.7301], [5.6617, 4.9844, -0.6438], [6.2621, 3.8006, -1.8449], [3.9043, 3.4288, -0.1167], [5.8999, 3.4132, 1.2204], [6.5658, 2.2539, 0.0829], [5.6937, 0.9705, 1.9355], [4.5029, 0.8391, 0.6347], [2.3513, 1.6095, 3.3495], [3.7217, 0.4739, 3.5094], [2.6771, 0.4210, 2.1054], [2.3253, -2.5286, 0.2956], [2.8789, -2.1170, 1.5250], [4.1650, -2.5652, 1.8701], [4.3016, -4.0896, 1.9212], [3.3991, -4.7142, 2.8701], [3.5420, -6.1460, 2.9529], [2.4417, -6.7549, 3.8615], [2.6692, -8.1175, 4.0921], [3.7507, -8.3927, 4.9586], [1.4687, -1.8782, 0.1252], [1.9957, -3.5700, 0.2490], [3.0933, -2.2941, -0.4544], [4.4173, -2.1887, 2.8609], [4.9157, -2.1705, 1.1757], [5.3173, -4.2968, 2.2659], [4.0902, -4.5048, 0.9246], [2.4687, -4.3314, 2.7881], [4.5175, -6.5053, 3.2817], [3.4375, -6.6267, 1.9677], [1.4728, -6.6350, 3.3752], [2.3592, -6.2133, 4.8121], [3.7942, -9.4285, 5.2886], [3.6637, -7.7310, 5.8247], [4.7214, -8.2352, 4.4791], [1.8108, -3.5515, -4.3188], [0.4226, -3.5754, -3.9690], [0.2044, -3.3012, -2.5963], [-1.2485, -3.6500, -2.3070], [-1.6363, -3.1953, -0.9748], [-3.0143, -3.5947, -0.6975], [-3.6643, -2.8351, 0.4645], [-4.2947, -1.5977, 0.0192], [-4.7958, -0.8299, 1.1030], [1.8698, -3.8162, -5.3695], [2.3134, -4.2716, -3.6678], [2.1508, -2.5299, -4.1244], [0.4179, -2.2581, -2.3302], [0.9288, -3.8858, -2.0186], [-1.2934, -4.7440, -2.3014], [-1.9781, -3.3328, -3.0612], [-1.6448, -2.1752, -0.9382], [-2.9923, -4.6519, -0.4238], [-3.6329, -3.3960, -1.5842], [-2.9176, -2.4521, 1.1678], [-4.3999, -3.4437, 0.9928], [-4.0426, -0.5175, 1.8331], [-5.5333, -1.4392, 1.6338], [-5.2773, 0.0579, 0.6998], [0.8936, 1.9473, -4.5685], [-0.4820, 1.6641, -4.4918], [-0.8234, 0.3476, -4.1614], [-2.3261, 0.1325, -4.0357], [-3.0443, 1.3215, -3.5221], [-4.5014, 1.2249, -3.7886], [-5.1259, -0.0625, -3.3529], [-5.0616, -1.0474, -4.3659], [-5.6551, -2.2443, -3.9715], [1.3979, 1.8934, -3.5982], [0.9512, 2.9580, -4.9650], [1.4083, 1.2595, -5.2473], [-0.3494, 0.0795, -3.2077], [-0.5006, -0.3577, -4.9362], [-2.5967, -0.8054, -3.5556], [-2.6856, -0.0018, -5.0700], [-2.6474, 1.9968, -4.1714], [-4.6805, 1.4228, -4.8510], [-4.8846, 2.0508, -3.1855], [-6.1752, 0.1550, -3.1071], [-4.7224, -0.4103, -2.3930], [-5.6871, -2.9422, -4.8116], [-6.6849, -2.1608, -3.6073], [-5.0971, -2.8207, -3.2222], [-2.2327, 2.2455, 5.7931], [-2.4357, 3.5530, 5.3057], [-1.2804, 4.1415, 4.7332], [-0.8101, 3.5342, 3.4115], [-1.6331, 3.8884, 2.2607], [-2.9951, 3.4377, 2.3711], [-3.7898, 3.6238, 1.0811], [-4.9453, 2.8500, 1.0081], [-5.5544, 2.8713, -0.2651], [-1.3200, 2.2009, 6.3934], [-2.2587, 1.5159, 4.9785], [-3.0462, 1.9235, 6.4458], [-0.4973, 4.2710, 5.4871], [-1.5972, 5.1645, 4.5098], [-0.8942, 2.4382, 3.5107], [0.2350, 3.7610, 3.2108], [-1.1832, 3.5738, 1.4014], [-3.5233, 4.0923, 3.0665], [-3.0523, 2.3763, 2.6596], [-3.1251, 3.3993, 0.2256], [-3.9198, 4.7036, 0.9084], [-4.8429, 2.7292, -1.0866], [-6.0286, 3.8484, -0.3915], [-6.2586, 2.0432, -0.3067], [-0.7755, -0.1054, 1.1144], [-1.4215, 0.7534, 0.0356], [-0.4451, 1.6841, -0.6944], [-0.0985, 2.7276, 0.1930], [1.0598, 3.4247, -0.2197], [-2.0843, -0.1407, -0.9253], [0.0173, 0.4641, 1.6119], [-0.2944, -1.0029, 0.7228], [-1.4760, -0.4130, 1.8930], [-2.2046, 1.3287, 0.5490], [-0.8844, 2.0782, -1.6190], [0.4459, 1.1435, -1.0383], [1.6043, 3.7997, 0.6454], [0.8657, 4.2294, -0.9356], [1.7646, 2.8036, -0.7855], [-2.3704, 0.4858, -1.6780], [-2.9216, -0.5375, -0.4738]],
  "forces_ev_per_a": [[0.74, 0.66, -1.33], [-0.68, -0.66, 0.16], [1.40, -0.14, 0.30], [-1.23, 0.27, 0.49], [0.26, -0.45, -0.43], [-0.27, 1.25, 0.40], [0.04, -0.74, -1.22], [0.56, 0.62, 0.30], [-0.75, -0.58, -0.40], [-0.04, -0.40, 0.29], [-0.17, 0.05, -0.05], [-0.16, -0.25, 0.51], [-0.11, 0.30, 0.02], [-0.59, 0.18, 0.12], [0.45, 0.11, -0.11], [-0.03, -0.08, -0.06], [0.01, 0.11, 0.04], [0.20, -0.03, 0.07], [-0.08, -0.40, 0.12], [-0.13, 0.08, 0.42], [-0.01, -0.29, 0.12], [0.11, 0.15, 0.15], [0.28, 0.26, 0.06], [0.07, -0.03, -0.02], [0.82, 0.74, -0.20], [-0.64, 0.08, 1.10], [0.20, -0.86, -0.14], [-0.55, 0.18, 0.09], [0.94, 0.67, 0.65], [-1.43, -0.55, -0.20], [0.70, 0.57, -0.22], [-0.22, -0.99, -0.11], [0.28, 0.59, 0.02], [0.00, -0.14, -0.05], [0.19, -0.05, 0.11], [-0.31, -0.41, -0.45], [-0.34, 0.26, 0.03], [0.01, 0.00, -0.20], [0.12, -0.17, -0.44], [0.60, -0.02, -0.18], [-0.20, -0.45, -0.05], [0.19, 0.71, 0.35], [-0.16, -0.04, -0.14], [-0.02, -0.30, -0.09], [0.29, 0.10, 0.04], [-0.69, -0.08, -0.13], [0.24, -0.10, 0.20], [0.00, 0.27, -0.05], [-1.37, 0.30, 0.77], [0.15, 0.06, -0.24], [-0.14, 0.16, -0.63], [0.29, -0.63, 1.02], [-0.30, 0.30, 0.27], [0.04, 0.41, 0.51], [0.33, 1.31, -0.08], [-0.06, -0.71, -0.13], [-0.45, -0.54, -0.01], [0.21, 0.00, 0.01], [0.44, 0.04, -0.23], [0.54, -0.11, -0.20], [-0.08, 0.26, -0.27], [-0.35, -0.28, 0.32], [-0.17, -0.04, -0.06], [0.41, 0.35, -0.38], [0.39, 0.06, -0.34], [-0.34, -0.08, -0.30], [-0.27, -0.44, 0.03], [0.28, -0.73, 0.23], [-0.07, -0.04, -0.03], [0.30, -0.07, -0.18], [-0.14, 0.17, 0.15], [0.05, -0.01, -0.05], [-0.12, -0.17, -0.18], [-0.66, 0.41, -0.23], [0.24, -0.92, 1.00], [-0.68, 0.62, -1.80], [0.71, -1.05, -0.27], [1.34, 0.86, 0.18], [-0.83, 0.05, 0.51], [0.11, 0.22, 0.18], [-0.20, -1.43, -0.11], [-0.13, 0.01, 0.14], [0.22, 0.02, 0.06], [-0.02, -0.02, -0.09], [0.17, -0.06, -0.02], [0.35, 0.01, 0.08], [0.33, 0.13, 0.46], [0.01, -0.22, -0.02], [-0.32, 0.67, 0.56], [-0.37, -0.17, 0.02], [-0.56, -0.12, -0.27], [-0.16, -0.11, -0.25], [0.40, -0.15, -0.14], [0.00, 0.39, -0.30], [0.00, 0.43, 0.03], [0.20, 0.51, 0.30], [-0.22, -0.18, 0.00], [-0.09, -0.29, 0.26], [-0.37, 1.13, -0.45], [-0.70, -1.10, 0.00], [0.27, 1.05, -0.15], [-0.99, 0.19, -0.25], [1.94, 0.67, -1.28], [-0.04, -0.46, 0.32], [0.21, 0.32, 0.22], [0.20, -0.23, -0.22], [0.51, -0.06, 0.00], [-0.19, 0.57, 0.04], [0.24, -0.55, -0.04], [-0.02, 0.03, -0.05], [0.45, -0.12, 0.26], [0.01, 0.22, 0.01], [-0.25, -0.09, 0.41], [0.11, -0.60, 0.63], [-0.21, 0.01, 0.25], [-0.04, -0.49, 0.02], [-0.73, 0.01, 0.32], [0.26, 0.01, 0.17], [-0.32, -0.13, -0.28], [-0.27, 0.20, 0.07], [0.88, 0.42, 0.39], [-0.37, -0.80, 0.24], [-0.55, -0.36, 0.10], [0.84, -0.23, -0.43], [0.58, 0.20, -0.61], [0.30, 0.66, -0.02], [-0.11, 0.03, 0.14], [-0.20, 0.02, -0.23], [-0.13, 0.00, -0.10], [0.34, 0.56, -0.14], [-0.30, 0.14, 0.08], [0.12, -0.19, 0.34], [-0.25, 0.15, 0.11], [-0.40, 0.24, 0.32], [-0.09, -0.47, 0.29], [-0.50, -0.38, -0.08], [0.42, 0.30, -0.61]]
}